Entry 1:
Formula: C40H36N5NaO5S
Source: the OMol25 dataset
Level of theory: wB97M-V/def2-TZVPD

HOMO-LUMO gap, eV: 5.41
LUMO level, eV: 3.712
Charge: -2
2S+1: 1

Last column: Mulliken charge in e.
Positions of all 88 atoms, in Å:
Na  1.109  -2.632  0.319  0.96
O  2.260  -3.667  1.767  -0.94
C  2.573  -3.420  2.964  0.19
C  3.943  -3.272  3.386  -0.72
C  4.288  -3.023  4.691  -0.34
C  3.322  -2.909  5.710  -0.72
C  1.996  -3.049  5.346  -0.29
C  1.597  -3.286  4.028  0.93
C  0.167  -3.363  3.769  -0.56
N  -0.388  -3.396  2.624  0.15
C  -1.825  -3.513  2.572  -1.02
C  -2.424  -2.401  1.716  -0.34
N  -1.789  -2.384  0.416  0.64
C  -2.519  -2.623  -0.597  -0.89
C  -2.078  -2.695  -1.988  0.89
C  -3.051  -2.482  -2.971  -0.50
C  -2.750  -2.417  -4.319  -0.72
C  -1.403  -2.586  -4.691  -0.44
C  -0.423  -2.841  -3.764  -0.34
C  -0.697  -2.942  -2.351  0.15
O  0.207  -3.221  -1.516  -0.85
H  4.695  -3.340  2.609  0.39
H  5.339  -2.905  4.941  0.31
H  3.608  -2.714  6.736  0.36
H  1.217  -2.963  6.103  0.26
H  -0.463  -3.391  4.679  0.04
H  -2.288  -3.506  3.575  0.49
H  -2.074  -4.469  2.094  0.29
H  -2.236  -1.446  2.216  -0.32
H  -3.516  -2.539  1.649  0.51
H  -3.609  -2.762  -0.457  0.07
H  -4.080  -2.337  -2.643  0.26
H  -3.518  -2.226  -5.059  0.35
H  -1.125  -2.509  -5.739  0.35
H  0.613  -2.960  -4.064  0.37
C  -1.115  6.764  -2.255  -0.91
O  0.024  5.990  -1.972  -0.45
C  0.408  5.121  -2.958  1.06
C  1.440  4.242  -2.637  -0.68
C  1.880  3.315  -3.559  0.21
C  1.300  3.239  -4.833  -0.18
C  0.302  4.147  -5.146  -0.58
C  -0.160  5.082  -4.217  -0.44
N  1.806  2.393  -5.872  -0.86
N  2.251  1.219  -5.637  -0.46
C  2.103  0.506  -4.465  -0.16
C  3.182  -0.357  -4.182  -0.37
C  3.361  -0.985  -2.979  -1.19
C  2.428  -0.813  -1.900  0.59
O  2.598  -1.294  -0.772  -0.77
C  1.181  -0.069  -2.253  -0.07
N  0.216  -0.088  -1.314  1.10
C  -0.980  0.357  -1.626  -0.27
C  -1.300  0.834  -2.905  -1.78
C  -0.307  0.922  -3.842  -0.62
C  1.006  0.515  -3.523  1.43
H  -1.328  7.339  -1.358  0.24
H  -1.978  6.134  -2.493  0.37
H  -0.941  7.452  -3.090  0.33
H  1.875  4.287  -1.644  0.40
H  2.660  2.615  -3.285  0.34
H  -0.132  4.112  -6.139  0.39
H  -0.961  5.755  -4.497  0.34
H  3.926  -0.455  -4.968  0.39
H  4.215  -1.624  -2.791  0.40
H  -1.743  0.289  -0.850  0.27
H  -2.322  1.104  -3.146  0.41
H  -0.532  1.256  -4.843  0.57
C  -3.253  1.654  6.095  -1.51
C  -2.240  1.286  5.041  1.16
C  -2.502  1.499  3.690  -0.73
C  -1.574  1.151  2.719  -0.41
C  -0.360  0.598  3.102  -0.24
C  -0.081  0.364  4.439  -0.64
C  -1.022  0.713  5.398  -0.71
S  0.834  -0.005  1.906  1.82
C  1.152  1.550  1.075  -1.48
O  2.070  -0.307  2.686  -0.83
H  -4.167  2.044  5.643  0.33
H  -2.863  2.417  6.774  0.33
H  -3.524  0.787  6.702  0.32
H  -3.452  1.933  3.392  0.26
H  -1.804  1.294  1.668  0.20
H  0.866  -0.104  4.695  0.54
H  -0.805  0.523  6.446  0.34
H  1.559  2.236  1.819  0.63
H  0.246  1.939  0.606  0.34
H  1.885  1.310  0.302  0.26


Entry 2:
Formula: C40H37BBrF3IrN4O4P
Source: the OMol25 dataset
Level of theory: wB97M-V/def2-TZVPD

HOMO-LUMO gap (alpha / beta), eV: 4.52 / 3.73
LUMO level (alpha / beta), eV: -7.235 / -11.013
Charge: +3
2S+1: 6
ΔE to the lowest compared entry with this formula, charge and spin, kJ/mol: 308.1

Last column: Mulliken charge in e.
Positions of all 92 atoms, in Å:
Ir  0.022  -0.636  -0.030  4.42
F  -6.126  -2.087  2.757  -0.34
C  -5.820  -0.953  2.100  0.47
C  -4.581  -0.856  1.549  -0.92
C  -4.206  0.287  0.819  1.09
C  -2.917  0.361  0.174  1.36
O  -2.144  -0.648  0.218  -1.35
C  -2.618  1.566  -0.512  -0.33
C  -3.568  2.557  -0.566  -0.52
N  -4.771  2.485  0.012  0.29
C  -5.714  3.578  -0.154  -0.32
C  -5.213  4.984  -0.068  -1.02
C  -6.059  4.427  1.036  -0.43
C  -5.138  1.336  0.707  -0.48
C  -6.403  1.220  1.278  -0.94
C  -6.794  0.064  1.977  -0.84
N  -8.073  -0.018  2.525  0.23
C  -8.451  -1.090  3.451  -0.70
C  -9.845  -0.809  4.013  -0.83
N  -10.022  0.676  4.130  -0.14
C  -10.103  1.310  2.761  -0.76
C  -9.220  0.512  1.800  -0.64
C  -1.334  1.872  -1.229  0.33
O  -1.191  2.916  -1.817  -0.66
O  -0.368  0.978  -1.173  -1.34
H  -3.887  -1.676  1.661  0.56
H  -3.346  3.460  -1.117  0.88
H  -6.488  3.355  -0.878  0.44
H  -5.646  5.702  -0.748  0.26
H  -4.166  5.145  0.148  0.36
H  -7.079  4.771  1.131  0.32
H  -5.561  4.197  1.968  0.24
H  -7.081  2.056  1.209  0.84
H  -7.728  -1.125  4.264  0.53
H  -8.472  -2.076  2.980  0.42
H  -9.966  -1.259  4.996  0.41
H  -10.647  -1.165  3.369  0.37
H  -9.221  1.063  4.633  0.39
H  -10.855  0.905  4.675  0.36
H  -9.779  2.343  2.868  0.45
H  -11.147  1.294  2.451  0.38
H  -8.907  1.160  0.988  0.44
H  -9.786  -0.306  1.343  0.35
O  2.110  -0.606  -0.865  -1.05
P  3.499  -0.053  -1.103  1.14
C  3.561  1.423  -2.081  0.27
C  4.794  1.866  -2.574  -0.32
C  4.849  3.022  -3.330  -0.72
C  3.680  3.725  -3.606  -0.51
C  2.457  3.277  -3.129  -0.63
C  2.390  2.124  -2.359  -0.52
C  4.221  0.345  0.533  0.08
C  4.669  1.587  0.872  -0.35
C  5.163  1.821  2.185  -0.55
C  5.196  0.795  3.159  -0.59
C  4.736  -0.448  2.832  -0.70
C  4.228  -0.676  1.530  0.04
C  4.577  -1.290  -1.803  0.40
C  5.812  -1.635  -1.257  -0.21
C  6.590  -2.610  -1.866  -0.78
C  6.138  -3.233  -3.019  -0.49
C  4.913  -2.883  -3.574  -0.91
C  4.131  -1.913  -2.972  -0.46
H  5.700  1.298  -2.390  0.47
H  5.797  3.369  -3.719  0.44
H  3.726  4.621  -4.210  0.42
H  1.547  3.815  -3.357  0.52
H  1.433  1.769  -2.001  0.37
H  4.664  2.398  0.155  0.50
H  5.530  2.807  2.443  0.49
H  5.579  1.011  4.146  0.47
H  4.736  -1.254  3.552  0.50
H  3.823  -1.651  1.283  0.51
H  6.194  -1.132  -0.377  0.39
H  7.551  -2.875  -1.446  0.45
H  6.749  -3.986  -3.497  0.43
H  4.575  -3.359  -4.484  0.47
H  3.184  -1.626  -3.416  0.54
Br  -3.157  -5.545  -0.752  -0.16
C  -1.565  -4.635  -1.151  -0.25
C  -0.615  -5.185  -1.996  -0.19
C  0.541  -4.460  -2.239  -0.86
C  0.704  -3.225  -1.645  -0.21
N  -0.227  -2.698  -0.835  -0.41
C  -1.344  -3.391  -0.590  0.22
H  -0.777  -6.152  -2.453  0.51
H  1.312  -4.850  -2.888  0.48
H  1.588  -2.627  -1.806  0.51
H  -2.070  -2.933  0.063  0.21
F  1.827  -0.295  2.465  0.00
B  0.569  -0.187  2.006  -0.42
F  -0.311  0.260  2.884  -0.17


Entry 3:
Formula: C40H37GeIN4O2STc
Source: the OMol25 dataset
Level of theory: wB97M-V/def2-TZVPD

HOMO-LUMO gap, eV: 5.61
LUMO level, eV: -3.790
Charge: +1
2S+1: 1
ΔE to the lowest compared entry with this formula, charge and spin, kJ/mol: 263.5

Last column: Mulliken charge in e.
Positions of all 87 atoms, in Å:
Tc  1.221  0.180  0.546  0.39
O  2.023  -1.703  0.503  -0.31
C  2.778  -2.674  0.669  0.31
C  2.301  -4.026  0.506  -0.62
C  3.164  -5.064  0.510  -0.47
C  4.583  -4.882  0.670  -0.74
C  5.079  -3.652  0.881  -1.02
C  4.210  -2.493  0.956  1.01
C  4.764  -1.299  1.273  -0.88
N  4.100  -0.111  1.612  0.81
C  3.701  -0.073  3.042  -0.77
C  2.308  -0.640  3.284  -1.32
N  1.382  0.258  2.607  0.38
C  0.802  1.172  3.320  -0.81
C  0.241  2.390  2.832  0.46
C  -0.453  3.226  3.738  -0.58
C  -0.871  4.475  3.378  -0.91
C  -0.558  4.954  2.093  -0.48
C  0.141  4.187  1.198  -0.46
C  0.530  2.867  1.526  0.86
O  1.140  2.163  0.607  -0.57
H  1.235  -4.164  0.374  0.35
H  2.787  -6.071  0.378  0.47
H  5.230  -5.747  0.638  0.42
H  6.140  -3.497  1.039  0.43
H  5.854  -1.253  1.349  0.21
H  3.675  0.982  3.320  0.59
H  4.458  -0.552  3.668  0.43
H  2.122  -0.661  4.362  0.55
H  2.200  -1.652  2.902  0.21
H  0.822  1.054  4.406  0.31
H  -0.644  2.852  4.738  0.43
H  -1.415  5.097  4.076  0.44
H  -0.869  5.951  1.806  0.45
H  0.389  4.552  0.210  0.46
I  6.711  1.441  2.144  0.05
C  4.787  1.065  1.171  -1.17
H  4.189  1.945  1.382  0.42
H  5.013  1.002  0.113  0.60
C  -2.726  -4.447  0.525  -0.99
N  -1.756  -3.989  -0.458  0.24
C  -1.287  -4.699  -1.554  -0.45
C  -0.411  -3.904  -2.201  -0.62
N  -0.344  -2.728  -1.485  0.79
C  -1.166  -2.787  -0.435  0.26
S  -1.456  -1.543  0.712  -0.51
H  -3.192  -5.355  0.153  0.37
H  -3.489  -3.682  0.662  0.35
H  -2.237  -4.649  1.477  0.33
H  -1.641  -5.690  -1.776  0.59
H  0.155  -4.064  -3.100  0.52
H  0.197  -1.890  -1.662  -0.03
C  -0.434  -0.237  -0.022  -0.16
Ge  -1.526  0.912  -1.209  2.60
C  -3.001  1.596  -0.138  -0.08
C  -2.835  1.826  1.226  -0.28
C  -3.878  2.321  1.996  -0.79
C  -5.106  2.589  1.406  -0.64
C  -5.285  2.364  0.049  -0.72
C  -4.239  1.869  -0.718  -0.37
C  -2.224  -0.321  -2.569  -0.39
C  -1.550  -0.487  -3.779  -0.23
C  -1.955  -1.444  -4.700  -0.84
C  -3.049  -2.253  -4.424  -0.56
C  -3.742  -2.089  -3.231  -0.73
C  -3.334  -1.128  -2.315  -0.29
C  -0.542  2.346  -2.081  0.20
C  -1.161  3.580  -2.259  -0.44
C  -0.515  4.606  -2.938  -0.70
C  0.760  4.408  -3.446  -0.59
C  1.389  3.181  -3.274  -0.92
C  0.739  2.161  -2.598  0.13
H  -1.879  1.625  1.696  0.26
H  -3.732  2.500  3.054  0.48
H  -5.923  2.973  2.004  0.40
H  -6.241  2.574  -0.415  0.42
H  -4.395  1.700  -1.778  0.43
H  -0.701  0.147  -4.016  0.36
H  -1.426  -1.550  -5.639  0.45
H  -3.375  -2.992  -5.145  0.43
H  -4.611  -2.702  -3.022  0.45
H  -3.891  -1.004  -1.392  0.40
H  -2.152  3.754  -1.854  0.35
H  -1.009  5.561  -3.066  0.42
H  1.265  5.206  -3.973  0.40
H  2.387  3.023  -3.664  0.43
H  1.256  1.216  -2.449  0.37


Entry 4:
Formula: C40H37N7O3PPbS
Source: the OMol25 dataset
Level of theory: wB97M-V/def2-TZVPD

HOMO-LUMO gap (alpha / beta), eV: 3.96 / 4.65
LUMO level (alpha / beta), eV: -12.132 / -11.347
Charge: +3
2S+1: 1
ΔE to the lowest compared entry with this formula, charge and spin, kJ/mol: 153.9

Last column: Mulliken charge in e.
Positions of all 90 atoms, in Å:
Pb  -0.137  1.522  -0.399  0.86
O  -4.129  3.225  0.042  -0.58
C  -2.892  3.100  -0.064  -0.01
N  -2.175  2.424  -1.065  0.14
C  -2.108  3.062  -2.325  0.44
O  -3.015  3.814  -2.768  -0.60
C  -0.912  2.922  -3.188  0.44
C  -0.822  3.571  -4.419  -0.82
C  0.224  3.239  -5.253  -0.31
C  1.118  2.225  -4.895  -0.96
C  1.059  1.727  -3.617  0.10
N  -0.021  1.966  -2.812  0.08
C  -2.053  3.674  1.041  0.84
C  -2.714  4.575  1.922  -0.85
C  -1.931  5.248  2.882  -0.48
C  -0.548  4.891  3.003  -0.57
C  0.011  4.059  2.084  -0.47
N  -0.727  3.443  1.114  -0.02
H  -1.595  4.254  -4.663  0.62
H  0.311  3.675  -6.226  0.49
H  2.033  2.061  -5.504  0.40
H  1.786  1.030  -3.178  0.37
H  -3.754  4.695  1.849  0.62
H  -2.390  5.971  3.522  0.49
H  0.092  5.253  3.815  0.44
H  1.067  3.742  2.168  0.47
N  1.205  -2.427  -1.360  0.11
P  0.398  -1.836  -2.727  0.74
C  0.960  -3.011  -3.997  0.59
C  0.504  -4.322  -4.348  -0.37
C  1.188  -4.982  -5.354  -0.55
C  2.233  -4.392  -6.033  -0.52
C  2.578  -3.082  -5.811  -0.69
C  2.000  -2.418  -4.705  -0.38
C  -1.337  -2.331  -2.622  0.96
C  -2.271  -1.736  -3.480  -0.50
C  -3.521  -2.288  -3.662  -0.59
C  -3.919  -3.369  -2.821  -0.63
C  -2.979  -3.870  -1.924  -0.75
C  -1.700  -3.380  -1.755  -0.61
C  2.397  -1.886  -0.969  0.25
C  3.174  -2.483  0.078  -1.05
C  4.291  -1.794  0.511  -0.36
C  4.527  -0.444  0.082  -0.97
C  3.644  0.084  -0.888  -0.12
N  2.644  -0.644  -1.427  0.04
H  1.029  -3.376  -0.987  0.33
H  -0.400  -4.813  -3.913  0.31
H  0.817  -5.946  -5.621  0.45
H  2.819  -5.050  -6.748  0.35
H  3.258  -2.518  -6.401  0.47
H  2.284  -1.394  -4.570  0.21
H  -1.976  -0.886  -4.120  0.38
H  -4.184  -1.791  -4.372  0.45
H  -4.892  -3.814  -2.898  0.49
H  -3.245  -4.698  -1.314  0.53
H  -1.036  -3.795  -1.058  0.56
H  2.952  -3.483  0.463  0.47
H  4.916  -2.244  1.309  0.44
H  5.304  0.198  0.528  0.45
H  3.736  1.092  -1.263  0.52
C  -4.435  -1.175  4.775  -1.22
C  -4.032  -0.749  3.340  -0.47
C  -3.263  0.573  3.200  -0.71
N  -1.882  0.541  3.543  0.09
C  -0.939  0.046  2.788  -0.26
S  -1.215  -0.550  1.203  0.17
N  0.380  0.259  3.151  0.24
C  0.739  0.852  4.394  0.57
O  -0.056  1.473  5.099  -0.74
C  2.150  0.651  4.739  0.14
C  2.590  0.952  6.023  -0.39
C  3.914  0.678  6.363  -0.62
C  4.787  0.147  5.393  -0.53
C  4.438  0.115  4.024  -0.44
C  3.126  0.347  3.703  0.04
H  -5.313  -1.877  4.667  0.36
H  -4.834  -0.361  5.376  0.33
H  -3.594  -1.622  5.328  0.32
H  -4.924  -0.719  2.682  0.46
H  -3.355  -1.459  2.931  0.24
H  -3.664  1.374  3.790  0.59
H  -3.302  0.775  2.091  0.16
H  -1.513  1.100  4.330  0.40
H  1.038  -0.190  2.538  0.14
H  1.912  1.474  6.703  0.45
H  4.264  0.836  7.371  0.44
H  5.835  -0.029  5.664  0.38
H  5.162  -0.211  3.238  0.25
H  2.803  0.510  2.665  0.48


Entry 5:
Formula: C40H38BeF3N4O3SSb
Source: the OMol25 dataset
Level of theory: wB97M-V/def2-TZVPD

HOMO-LUMO gap, eV: 7.64
LUMO level, eV: -0.379
2S+1: 1

Last column: Mulliken charge in e.
Positions of all 91 atoms, in Å:
Be  0.125  -0.072  0.628  -2.22
N  3.525  -3.960  5.253  -0.54
C  3.068  -3.654  3.983  1.04
C  3.960  -3.239  2.986  -0.84
C  3.512  -2.983  1.704  -0.38
C  2.155  -3.131  1.414  -0.46
C  1.253  -3.542  2.396  -0.40
C  1.712  -3.809  3.668  -0.70
S  1.538  -2.751  -0.167  1.48
O  0.260  -3.387  -0.288  -0.78
O  2.556  -2.974  -1.140  -0.68
N  1.163  -1.136  -0.138  1.14
C  2.075  -0.100  -0.165  -0.10
N  3.412  -0.179  -0.279  -0.28
C  4.049  0.986  -0.213  -0.50
C  3.416  2.219  -0.016  -0.94
C  2.050  2.201  0.117  -0.45
N  1.362  1.060  0.018  1.15
H  4.432  -3.625  5.518  0.20
H  2.850  -3.992  5.996  0.21
H  5.016  -3.134  3.225  0.31
H  4.195  -2.680  0.919  0.53
H  0.204  -3.671  2.140  0.44
H  1.020  -4.150  4.433  0.33
H  5.134  0.936  -0.311  0.52
H  3.975  3.145  0.042  0.50
H  1.469  3.101  0.294  0.55
F  -4.478  -0.370  -7.526  -0.34
C  -3.710  -0.238  -6.432  0.36
C  -2.649  0.649  -6.470  -0.66
C  -1.856  0.783  -5.338  -0.17
C  -2.124  0.037  -4.184  -0.21
C  -3.205  -0.845  -4.190  -0.44
C  -4.010  -0.989  -5.321  -0.54
Sb  -0.876  0.292  -2.445  0.53
C  -1.151  2.433  -2.430  0.60
C  -2.467  2.838  -2.181  -0.47
C  -2.815  4.182  -2.119  -0.72
C  -1.826  5.124  -2.305  0.32
F  -2.153  6.425  -2.238  -0.35
C  -0.518  4.778  -2.556  -0.80
C  -0.186  3.424  -2.618  -0.34
C  0.931  0.014  -3.563  0.67
C  0.976  -1.163  -4.317  -0.70
C  2.113  -1.522  -5.026  -0.58
C  3.210  -0.688  -4.973  0.28
F  4.311  -1.026  -5.660  -0.36
C  3.217  0.475  -4.240  -0.72
C  2.071  0.817  -3.527  -0.21
H  -2.456  1.219  -7.374  0.44
H  -1.022  1.476  -5.358  0.32
H  -3.433  -1.436  -3.308  0.34
H  -4.853  -1.673  -5.343  0.45
H  -3.249  2.092  -2.044  0.31
H  -3.835  4.500  -1.933  0.46
H  0.223  5.555  -2.706  0.48
H  0.842  3.165  -2.836  0.26
H  0.109  -1.817  -4.361  0.40
H  2.157  -2.436  -5.605  0.45
H  4.108  1.092  -4.218  0.46
H  2.098  1.723  -2.936  0.04
C  -3.255  0.401  0.296  -0.82
C  -3.279  -0.645  1.423  0.32
C  -2.664  -1.985  1.002  -1.55
C  -2.716  -0.076  2.725  0.49
C  -3.625  0.206  3.734  -0.98
C  -3.228  0.793  4.927  -1.20
C  -1.886  1.047  5.123  -1.07
C  -0.910  0.746  4.168  0.68
C  0.533  1.016  4.635  0.88
C  0.831  0.127  5.858  -1.43
C  1.679  0.855  3.635  -1.33
C  -1.347  0.226  2.932  0.83
O  -0.490  0.040  1.924  0.86
H  -3.628  -0.029  -0.643  0.37
H  -2.251  0.784  0.116  -0.08
H  -3.884  1.258  0.557  0.38
H  -4.331  -0.846  1.627  0.65
H  -1.619  -1.913  0.712  0.11
H  -3.210  -2.398  0.147  0.41
H  -2.727  -2.706  1.820  0.38
H  -4.677  -0.020  3.567  0.37
H  -3.956  1.053  5.688  0.38
H  -1.568  1.503  6.058  0.44
H  0.554  2.054  4.977  0.39
H  0.765  -0.925  5.566  0.26
H  0.126  0.299  6.676  0.42
H  1.844  0.321  6.233  0.43
H  1.752  -0.174  3.268  0.09
H  2.624  1.101  4.135  0.53
H  1.565  1.523  2.784  0.08